(1)
{"formula": "C4H7NO2S", "method": "ωB97M-V with the def2-TZVPD basis set", "multiplicity": 1, "e_homo_ha": -0.3375, "e_above_lowest_ev": 3.584, "smiles": "O=C1NC[C@@H](O)[C@H]1S", "lumo_energy_ev": 0.59, "elements": ["C", "C", "C", "C", "H", "H", "H", "H", "H", "H", "H", "N", "O", "O", "S"], "positions_angstrom": [[-0.844, -0.256, -0.550], [-0.396, -0.982, 0.596], [1.573, 0.079, -0.334], [0.194, 0.860, -0.675], [-2.350, 0.825, 0.267], [-0.808, -1.009, -1.421], [-0.316, -0.451, 1.606], [-1.001, -1.882, 0.593], [1.456, -1.894, 0.684], [0.526, 1.328, -1.706], [0.405, 1.761, 1.395], [1.015, -1.199, 0.077], [-2.192, 0.222, -0.448], [2.711, 0.536, -0.328], [0.026, 2.061, 0.244]], "forces_ev_per_a": [[-2.52, 1.66, -2.82], [2.40, -0.93, 1.37], [-0.46, -0.65, 1.07], [4.70, -7.59, -7.74], [0.49, 0.57, 0.68], [-0.25, 1.52, 1.09], [-0.70, -0.66, -1.36], [0.40, -0.44, 0.73], [0.88, 0.73, -0.65], [-1.46, -1.28, 1.40], [1.06, -1.36, 2.74], [0.52, 0.25, 1.35], [0.28, -1.21, -1.38], [-2.58, -1.63, -0.21], [-2.75, 11.03, 3.74]], "mulliken_charge": [0.074, -0.698, 0.297, 0.151, 0.355, 0.296, 0.273, 0.364, 0.273, 0.241, 0.059, -0.279, -0.555, -0.555, -0.293]}

=====

(2)
{"formula": "C4H7NO2S", "method": "ωB97M-V with the def2-TZVPD basis set", "multiplicity": 3, "e_homo_ha": [-0.2212, -0.3292], "e_above_lowest_ev": 3.689, "lumo_energy_ev": [0.78, -1.06], "elements": ["C", "C", "C", "C", "N", "O", "O", "S", "H", "H", "H", "H", "H", "H", "H"], "positions_angstrom": [[0.849, -1.522, -0.185], [2.244, -1.503, -0.306], [1.654, 1.048, 0.391], [-2.002, 0.286, 0.372], [0.149, -0.445, -0.098], [1.363, 1.909, -0.572], [-0.920, -0.488, 0.805], [3.004, -0.054, 0.229], [0.372, -2.527, 0.017], [2.992, -2.336, -0.441], [1.621, 1.467, 1.415], [-2.868, 0.077, 1.023], [-2.388, 0.127, -0.636], [-1.873, 1.376, 0.513], [1.751, 1.498, -1.471]], "forces_ev_per_a": [[-1.10, -3.23, 0.79], [0.94, 0.04, -0.16], [1.68, 0.31, 2.31], [-1.65, 1.42, 0.54], [-0.62, 0.85, 0.00], [1.43, -0.38, -3.86], [0.01, -1.48, -0.91], [0.73, 0.69, -0.55], [0.28, 0.96, 0.06], [-1.53, 0.74, 0.08], [-0.50, -0.23, -0.69], [0.57, -0.38, 0.00], [0.62, -0.37, -0.19], [0.57, -0.36, -0.24], [-1.44, 1.43, 2.83]], "mulliken_charge": [-0.036, -0.391, -0.319, -0.609, -0.220, -0.439, -0.174, -0.080, 0.335, 0.297, 0.418, 0.282, 0.287, 0.254, 0.396]}

=====

(3)
{"formula": "C4H7NO3", "method": "ωB97M-V with the def2-TZVPD basis set", "multiplicity": 1, "e_homo_ha": 0.0211, "e_above_lowest_ev": 1.041, "smiles": "O=C([O-])NCCC[O-]", "total_charge": -2, "lumo_energy_ev": 6.87, "elements": ["C", "C", "C", "O", "N", "C", "O", "O", "H", "H", "H", "H", "H", "H", "H"], "positions_angstrom": [[0.183, -0.147, -0.364], [-0.588, 0.587, 0.640], [-2.060, 0.968, 0.104], [-2.668, 1.702, 1.021], [1.382, -0.709, 0.303], [2.381, -1.333, -0.499], [3.089, -2.137, 0.216], [2.412, -0.889, -1.690], [0.388, 0.594, -1.312], [-0.322, -0.945, -0.879], [-0.088, 1.544, 0.899], [-0.873, 0.010, 1.489], [-1.975, 1.688, -0.868], [-2.494, 0.092, -0.256], [1.232, -1.025, 1.195]], "forces_ev_per_a": [[2.30, 1.04, -1.69], [-2.38, 1.62, -1.62], [2.82, 4.12, -0.04], [-1.56, 0.04, 1.12], [-0.11, 1.73, -4.15], [-0.24, 0.80, 1.54], [0.03, 0.39, -1.93], [0.85, -1.60, 0.94], [0.25, -1.61, 2.48], [-0.83, -0.61, -0.04], [-0.33, -0.69, 0.17], [0.27, -0.48, 1.05], [0.50, -1.40, 0.60], [-1.27, -2.25, -0.62], [-0.29, -1.08, 2.18]], "mulliken_charge": [-0.350, -0.282, -0.539, -0.889, -0.138, 0.484, -0.834, -0.747, 0.150, 0.180, 0.132, 0.265, 0.132, 0.253, 0.183]}

=====

(4)
{"formula": "C4H7NO3", "method": "ωB97M-V with the def2-TZVPD basis set", "multiplicity": 1, "e_homo_ha": [-0.3478, -0.3462], "e_above_lowest_ev": 7.807, "lumo_energy_ev": [-1.18, -1.38], "elements": ["C", "C", "C", "C", "N", "O", "O", "O", "H", "H", "H", "H", "H", "H", "H"], "positions_angstrom": [[0.488, 0.580, 1.136], [0.200, -0.488, -0.941], [-0.842, 0.624, -0.738], [1.303, -0.101, 0.006], [-2.015, 0.164, -0.095], [-3.026, 0.882, 0.002], [-2.093, -0.982, 0.290], [2.268, -1.007, 0.386], [0.758, 1.634, 1.343], [-0.261, 0.261, 1.837], [-0.408, -1.337, -0.586], [0.651, -0.648, -1.884], [-0.835, 1.551, -1.211], [1.942, 0.634, -0.426], [1.870, -1.765, 0.881]], "forces_ev_per_a": [[-1.16, 2.66, -2.74], [-0.73, -0.24, 0.71], [3.14, -1.60, 3.25], [-1.08, 0.17, 1.26], [-3.09, 0.73, -0.48], [1.45, 0.70, -0.39], [0.67, -1.32, 0.61], [-0.01, -2.23, 1.22], [0.15, -0.72, 0.08], [0.07, -1.10, 0.02], [1.04, -0.24, -0.31], [-0.29, -0.14, -1.49], [-0.48, 1.33, -0.57], [-0.09, 1.14, -0.52], [0.41, 0.87, -0.67]], "mulliken_charge": [-0.595, -0.570, -0.626, 0.138, 0.902, -0.628, -0.585, -0.561, 0.262, 0.383, 0.360, 0.358, 0.514, 0.303, 0.346]}

=====

(5)
{"formula": "C4H7NO3", "method": "ωB97M-V with the def2-TZVPD basis set", "multiplicity": 1, "e_homo_ha": -0.3318, "e_above_lowest_ev": 8.414, "lumo_energy_ev": -3.65, "elements": ["O", "C", "C", "C", "C", "O", "O", "N", "H", "H", "H", "H", "H", "H", "H"], "positions_angstrom": [[-2.564, -0.405, 0.269], [-1.975, 0.402, -0.428], [-0.416, 0.058, -0.809], [0.183, -1.050, -0.063], [1.627, -0.333, 0.390], [2.093, 0.452, -0.503], [1.294, 0.516, 1.696], [-0.707, 1.327, -0.122], [-2.514, 0.924, -1.249], [-0.266, 0.107, -1.875], [0.361, -1.879, -0.682], [-0.452, -1.239, 0.817], [2.267, -1.185, 0.778], [-0.487, 1.211, 0.887], [1.557, 1.093, 0.895]], "forces_ev_per_a": [[0.94, 1.07, 0.01], [-4.21, 1.22, -0.21], [2.74, 0.79, 2.25], [-1.84, 2.28, 0.20], [1.26, -0.62, 1.11], [0.14, -0.65, 0.76], [0.50, -0.60, -3.97], [-0.08, -3.76, -1.06], [0.38, -0.49, 0.09], [-0.38, 0.33, -0.31], [0.38, -1.16, -0.61], [0.88, -0.22, -0.13], [-0.77, 0.39, -0.41], [0.16, -0.48, -0.29], [-0.08, 1.89, 2.58]], "mulliken_charge": [-0.413, 0.081, -0.050, -0.619, 0.029, -0.694, -0.588, -0.364, 0.376, 0.438, 0.388, 0.297, 0.352, 0.418, 0.350]}

=====

(6)
{"formula": "C4H7NO3", "method": "ωB97M-V with the def2-TZVPD basis set", "multiplicity": 1, "e_homo_ha": -0.3421, "e_above_lowest_ev": 3.386, "smiles": "C[C@@H]1COC(=O)N1O", "lumo_energy_ev": 0.78, "elements": ["C", "C", "C", "C", "N", "O", "O", "O", "H", "H", "H", "H", "H", "H", "H"], "positions_angstrom": [[-1.758, 0.223, 0.006], [0.174, 1.507, -0.236], [0.528, -0.017, -0.531], [1.471, -0.465, 0.543], [-0.803, -0.625, -0.477], [-2.899, -0.131, 0.334], [-1.252, 1.460, 0.045], [-0.875, -1.982, -0.187], [0.702, 1.823, 0.808], [0.460, 2.140, -1.113], [0.907, -0.091, -1.530], [1.319, -0.037, 1.635], [2.416, -0.077, 0.216], [1.375, -1.495, 0.607], [-1.765, -2.232, -0.119]], "forces_ev_per_a": [[-1.72, -1.67, 0.67], [0.54, -1.02, 1.62], [-1.43, 1.67, 1.44], [-0.19, 1.81, 1.68], [0.07, 0.64, -0.27], [2.33, 1.08, -0.61], [-0.01, 1.32, -0.30], [2.85, 0.34, -0.05], [-1.17, -0.37, -2.84], [-0.73, -0.16, 1.01], [0.53, -0.40, -0.42], [-0.25, -0.68, -2.33], [0.93, -0.41, 0.13], [0.68, -2.15, 0.21], [-2.46, -0.01, 0.05]], "mulliken_charge": [0.528, -0.404, 0.209, -1.426, 0.149, -0.645, -0.325, -0.424, 0.258, 0.277, 0.364, 0.293, 0.417, 0.394, 0.335]}

=====

(7)
{"formula": "C4H7NO3", "method": "ωB97M-V with the def2-TZVPD basis set", "multiplicity": 1, "e_homo_ha": -0.3650, "e_above_lowest_ev": 7.955, "smiles": "O=CCO/N=C\\CO", "lumo_energy_ev": 0.04, "elements": ["C", "C", "C", "C", "H", "H", "H", "H", "H", "H", "H", "N", "O", "O", "O"], "positions_angstrom": [[-2.010, 0.635, 0.332], [-1.602, -0.674, -0.484], [1.540, -0.819, 0.261], [2.335, 0.383, -0.303], [-0.784, 1.934, -0.166], [-1.533, 0.285, 1.254], [-3.098, 0.544, 0.415], [-2.497, -1.490, -0.979], [1.607, -1.746, -0.360], [2.420, -1.028, 0.957], [3.388, -0.001, -0.757], [-0.512, -1.196, -0.399], [-1.675, 1.834, -0.164], [0.293, -0.464, 0.528], [2.127, 1.804, -0.135]], "forces_ev_per_a": [[-1.08, -4.16, 0.06], [-6.73, 0.12, -1.25], [4.69, 1.16, -2.24], [1.15, 6.79, -0.11], [4.49, 0.62, 0.02], [-0.32, 1.10, 0.54], [0.22, 0.39, 0.16], [2.81, 2.90, 1.00], [-0.07, 0.98, -0.06], [-1.70, -0.04, 1.14], [-2.17, 1.28, 0.89], [2.72, -1.93, 0.64], [-3.54, 0.88, -0.65], [-1.39, -0.17, 0.99], [0.91, -9.93, -1.13]], "mulliken_charge": [-0.266, -0.089, -0.241, 0.004, 0.322, 0.286, 0.310, 0.244, 0.406, 0.282, 0.266, -0.433, -0.471, -0.110, -0.510]}

=====

(8)
{"formula": "C4H7NO3", "method": "ωB97M-V with the def2-TZVPD basis set", "multiplicity": 1, "e_homo_ha": -0.3323, "e_above_lowest_ev": 3.731, "smiles": "COC1=NOC[C@H]1O", "lumo_energy_ev": 0.72, "elements": ["C", "C", "C", "C", "H", "H", "H", "H", "H", "H", "H", "N", "O", "O", "O"], "positions_angstrom": [[-2.497, -0.267, -0.161], [-0.185, -0.155, 0.131], [2.064, -0.464, -0.043], [1.082, 0.613, 0.369], [-3.327, 0.458, -0.062], [-2.653, -1.009, 0.627], [-2.436, -0.725, -1.141], [2.892, -0.583, 0.679], [2.498, -0.170, -1.025], [1.124, 0.892, 1.438], [0.298, 2.214, -0.318], [-0.053, -1.402, -0.140], [-1.328, 0.510, 0.159], [1.325, -1.686, -0.119], [1.197, 1.772, -0.395]], "forces_ev_per_a": [[-0.73, 0.83, 1.08], [0.33, -1.00, -0.49], [1.01, 0.53, 0.00], [-0.25, -0.44, 0.91], [0.42, -0.44, -0.43], [0.18, -0.18, -0.30], [0.10, 0.01, -0.08], [-0.44, -0.14, -0.36], [-0.35, -0.35, 0.42], [0.14, -0.27, -0.16], [1.64, -0.48, -0.29], [-0.01, 1.08, 0.21], [-0.42, -0.05, -0.17], [0.14, -0.22, -0.01], [-1.75, 1.14, -0.33]], "mulliken_charge": [-0.687, 0.347, -0.520, 0.529, 0.235, 0.300, 0.318, 0.255, 0.260, 0.180, 0.354, -0.376, -0.371, -0.272, -0.552]}

=====

(9)
{"formula": "C4H7NO3", "method": "ωB97M-V with the def2-TZVPD basis set", "multiplicity": 1, "e_homo_ha": -0.3399, "e_above_lowest_ev": 7.225, "lumo_energy_ev": 0.59, "elements": ["C", "C", "C", "C", "H", "H", "H", "H", "H", "H", "H", "N", "O", "O", "O"], "positions_angstrom": [[-0.568, 1.454, -0.995], [0.102, 0.190, -0.532], [1.609, 0.205, -0.208], [-0.330, -0.425, 0.836], [-2.224, 0.367, -0.814], [0.003, 1.812, -1.805], [-0.303, 2.167, -0.136], [-0.110, -0.431, -1.556], [2.461, 0.565, -1.051], [1.880, 0.943, 0.670], [0.577, -2.361, 1.929], [0.665, -1.572, 1.006], [-1.881, 1.414, -1.364], [1.788, -1.219, 0.183], [-1.385, -0.270, 1.322]], "forces_ev_per_a": [[2.36, 1.95, 3.28], [0.74, -0.96, -2.20], [1.94, 1.07, -0.55], [2.41, -3.93, -3.40], [0.95, 5.07, -2.52], [0.76, 0.50, -1.22], [-1.04, -0.10, -0.87], [0.68, 0.06, 2.97], [-2.57, -1.72, 1.95], [-0.82, -1.57, -1.20], [1.45, 3.42, -3.62], [-3.50, 1.50, 2.11], [-2.62, -5.86, 2.73], [0.84, 0.35, 0.63], [-1.58, 0.22, 1.92]], "mulliken_charge": [-0.494, -0.042, -0.472, 0.370, 0.390, 0.373, 0.252, 0.271, 0.293, 0.262, 0.322, -0.206, -0.528, -0.300, -0.491]}

=====

(10)
{"formula": "C4H7NO3", "method": "ωB97M-V with the def2-TZVPD basis set", "multiplicity": 1, "e_homo_ha": [-0.2415, -0.2648], "e_above_lowest_ev": 6.231, "lumo_energy_ev": [0.11, 0.51], "elements": ["C", "C", "C", "C", "N", "O", "O", "O", "H", "H", "H", "H", "H", "H", "H"], "positions_angstrom": [[0.200, -0.351, 1.697], [1.133, -0.993, -1.510], [-0.985, 0.308, 1.626], [-0.236, 0.911, -0.829], [1.167, -1.035, 1.712], [-2.193, -0.323, 1.484], [-0.274, 2.196, -0.601], [1.002, 0.342, -0.987], [1.990, -1.557, -0.950], [1.757, -1.009, -2.456], [0.172, -1.525, -1.570], [-1.096, 1.338, 2.025], [-1.117, 0.456, -1.196], [-2.176, -1.291, 1.740], [0.658, 2.533, -0.182]], "forces_ev_per_a": [[2.56, -2.44, 0.41], [2.90, -1.08, -0.12], [-0.66, 2.01, -0.92], [2.15, -1.80, 2.01], [-1.51, 1.39, -0.08], [-0.70, -1.94, 0.37], [3.35, 2.31, 0.94], [-1.31, 0.68, -0.19], [-2.35, 0.94, 0.23], [-1.69, 0.76, 0.15], [0.58, 0.13, 0.06], [0.23, -0.84, -0.41], [-0.67, -0.39, -0.55], [0.31, 1.67, -0.36], [-3.18, -1.40, -1.53]], "mulliken_charge": [0.605, -0.657, -0.426, 0.033, -0.565, -0.527, -0.481, -0.304, 0.262, 0.263, 0.317, 0.270, 0.455, 0.340, 0.415]}